One molecule with the formula C4H7NO2. Source: OMol25; level of theory: the ωB97M-V functional and the def2-TZVPD basis.

```
! RIJCOSX wB97M-V def2-TZVPD def2/J DEFGRID3
* xyz 0 1
N -0.627 -1.909 -0.119
C -0.356 -1.112 -1.183
O -0.721 -1.453 -2.259
C 0.213 0.241 -0.851
C 0.842 0.521 0.542
C 0.325 1.762 1.275
O -0.736 2.408 1.264
H -1.284 -1.455 0.585
H -0.999 -2.839 -0.320
H -0.790 0.858 -0.883
H 0.689 0.465 -1.811
H 1.869 0.435 0.823
H 0.481 -0.323 1.166
H 1.092 2.402 1.770
*
```

Its electronic energy is -361.80759 a.u. For the LUMO energy, the calculation gives 0.663 eV. Its energy above the lowest of the compared OMol25 structures with the same formula, charge and spin is 192.37 kJ/mol. The HOMO energy comes out at -9.8 eV. The calculation puts the frontier orbital gap at 10.45 eV.

Atomic partial charges in e from the natural (NBO) method, atoms 1 to 8: -0.869, 0.681, -0.574, -0.525, -0.541, 0.427, -0.527, 0.387